A 13-piece molecular cluster, C50H88NO31 overall, computed with ωB97M-V/def2-TZVPD.

Geometry as XYZ:
```
170
Properties=species:S:1:pos:R:3:forces:R:3:lowdin_charge:R:1
C 1.2045 4.0995 0.1721 1.3 -0.7 0.0 -0.0611
C 0.6886 2.7229 0.6113 -1.2 -0.2 -1.0 -0.1881
C 1.2919 1.5908 -0.2623 0.3 1.4 1.1 -0.1113
N 0.6552 0.2525 -0.1619 0.8 -2.3 -1.8 -0.2181
C 1.0671 -0.5229 1.0897 -0.2 1.1 0.6 -0.0829
C 0.7178 -1.9893 1.0865 -1.5 -0.4 -0.4 -0.1464
C 1.2248 -2.7776 -0.1236 -0.8 0.8 -0.1 -0.1477
C 0.8552 -2.0159 -1.3926 0.6 1.3 -0.9 -0.1448
C 1.2201 -0.5221 -1.3865 0.4 0.3 1.1 -0.1062
C -0.8265 0.2949 -0.3576 -0.1 -0.1 1.3 0.0310
H 0.6425 4.9207 0.6048 -0.1 0.0 -0.1 0.0761
H 1.2604 4.1363 -0.9183 -0.5 0.1 0.2 0.0460
H 2.2632 4.2358 0.4154 -0.1 0.1 0.4 0.0868
H -0.3886 2.7964 0.4273 -0.1 -0.3 0.0 0.0860
H 0.7647 2.4882 1.6729 0.4 0.2 0.1 0.1040
H 2.3303 1.5229 0.0665 0.0 -0.6 -0.2 0.1267
H 1.3365 1.8530 -1.3194 -0.4 0.2 0.0 0.1393
H 2.1286 -0.4133 1.3116 0.1 0.5 -0.6 0.1125
H 0.5329 0.0709 1.8323 0.1 -0.6 0.6 0.1125
H 0.9830 -2.4927 2.0168 0.4 0.4 0.1 0.1299
H -0.3772 -2.0490 1.0902 0.1 -0.2 0.0 0.0909
H 2.3043 -2.9175 -0.0638 0.0 -0.2 -0.1 0.1025
H 0.6984 -3.7307 -0.1705 0.4 -0.2 0.3 0.1008
H 1.4411 -2.3901 -2.2372 -0.2 -0.2 -0.1 0.1041
H -0.1813 -2.0433 -1.7298 -0.1 -0.5 0.4 0.0981
H 2.2917 -0.3477 -1.2805 0.0 -0.2 -0.2 0.0982
H 0.8407 0.0226 -2.2497 0.1 -0.4 0.0 0.0917
H -1.0768 0.6666 -1.3472 0.1 0.4 0.2 0.1076
H -1.2043 0.8602 0.4912 -0.4 0.4 -0.4 0.0883
H -1.2959 -0.6825 -0.2493 0.4 -0.2 -0.1 0.0916
O -0.2867 -0.2879 -3.9609 0.0 -0.5 -0.8 0.0617
C -0.6360 0.5015 -4.8228 0.0 -0.4 1.2 -0.5231
O -0.3847 0.3921 -6.1118 0.2 0.5 0.2 0.0087
C 0.4564 -0.7123 -6.5382 -0.6 0.0 0.0 -0.1771
C 0.9782 -0.3417 -7.9283 -0.7 -0.2 0.4 -0.0407
C -1.3076 1.7580 -4.4111 0.1 0.8 0.2 0.0349
H -0.2632 -1.5345 -6.5411 0.5 -0.4 -0.3 0.1277
H 1.1938 -0.9019 -5.7598 0.1 0.1 -0.2 0.0990
H 0.9651 -1.2119 -8.5826 0.2 0.0 0.0 0.0756
H 1.9559 0.1316 -7.9349 0.0 0.0 0.1 0.0747
H 0.2365 0.3543 -8.3205 0.2 0.1 -0.2 0.0814
H -0.7655 2.5647 -4.9035 -0.5 0.2 -0.1 0.0946
H -1.1560 1.8798 -3.3404 0.2 -0.1 0.0 0.0668
H -2.3900 1.8149 -4.5127 0.1 -0.2 -0.7 0.0880
O -5.0649 -2.6475 -1.7864 0.4 0.8 -0.2 0.1177
C -3.9534 -2.5463 -1.3258 -1.2 -2.3 0.7 -0.5203
O -3.6019 -1.7278 -0.3466 1.4 1.1 -0.3 -0.0168
C -4.3522 -0.6314 0.0866 -1.3 1.9 1.3 -0.2321
C -5.3217 -1.0911 1.1925 0.2 1.2 -0.3 -0.0338
C -2.8578 -3.5518 -1.5830 1.0 0.3 -0.8 0.0319
H -4.8539 0.0571 -0.6082 -0.5 -1.5 -1.2 0.1179
H -3.6858 0.1890 0.3814 0.7 -0.9 0.9 0.0914
H -5.9049 -1.9141 0.7870 0.2 -0.3 0.5 0.0821
H -6.0342 -0.3079 1.4668 0.0 0.2 -0.4 0.0772
H -4.7817 -1.2350 2.1272 0.1 -0.9 -0.1 0.0658
H -1.9020 -3.2486 -1.1537 -0.1 0.3 -0.1 0.0617
H -2.7701 -3.6192 -2.6700 0.1 -0.2 0.0 0.0994
H -2.9647 -4.5602 -1.1922 -0.9 0.1 0.0 0.0719
O -2.4853 1.9152 5.6255 0.7 -0.4 0.6 0.0987
C -2.3527 0.8369 5.0940 -1.5 1.4 -0.1 -0.5361
O -2.8750 -0.2979 5.5832 0.8 -0.5 -0.3 -0.0108
C -3.2352 -0.3540 6.9559 -0.2 -0.3 1.1 -0.2246
C -2.0752 -0.8498 7.7934 0.8 0.2 0.1 -0.0687
C -2.0340 0.7478 3.6404 0.2 -0.7 -0.4 0.0242
H -4.0231 -1.1037 7.0132 -0.3 0.4 -0.1 0.1226
H -3.5344 0.6233 7.3325 -0.3 0.0 -0.3 0.1190
H -1.2200 -0.2253 7.5189 0.3 -0.4 -0.1 0.0807
H -1.8948 -1.9164 7.6570 0.3 0.1 -0.4 0.0743
H -2.1439 -0.7253 8.8754 -0.7 0.2 -0.1 0.0784
H -1.4857 -0.1434 3.3360 -0.2 -0.1 0.2 0.0681
H -1.5294 1.6290 3.2590 -0.1 0.2 0.3 0.0823
H -3.0477 0.6826 3.2337 0.2 0.0 -0.5 0.0970
O -0.2665 9.7671 2.2224 0.5 -0.3 -0.6 0.1167
C -1.3565 9.8735 1.7350 -0.2 0.5 1.5 -0.5291
O -2.1489 8.8053 1.4411 0.3 0.7 -1.3 -0.0231
C -1.4714 7.6164 1.0330 0.1 -1.0 1.4 -0.2413
C -2.5506 6.5422 0.8685 1.3 0.4 0.0 -0.0516
C -2.0750 11.1979 1.5888 -0.4 -1.5 -0.4 0.0265
H -0.7673 7.3465 1.8268 -0.2 -0.2 0.1 0.1192
H -0.7915 7.6991 0.1811 -0.5 0.7 -0.4 0.1069
H -2.9247 6.2600 1.8494 -0.3 0.1 -0.1 0.0857
H -2.0278 5.6782 0.4510 -0.4 -0.2 -0.1 0.0545
H -3.3368 6.9041 0.2106 -0.1 -0.2 0.0 0.0819
H -2.8463 11.2283 2.3589 0.1 0.2 0.1 0.0937
H -2.6017 11.0756 0.6404 0.0 0.8 -0.1 0.0864
H -1.3819 12.0239 1.6694 -0.1 0.1 -0.2 0.0886
O 4.2182 -0.2519 -0.0487 -0.4 0.3 -0.5 0.0627
C 5.3843 -0.2186 0.2492 -0.5 -0.8 0.3 -0.4975
O 5.9175 -1.2372 0.9831 0.7 1.5 -0.8 0.0012
C 5.0749 -2.3115 1.3471 -0.7 -1.5 0.5 -0.2241
C 5.2665 -2.5791 2.8228 1.1 0.2 0.8 -0.0478
C 6.2793 0.9405 -0.1098 0.9 -0.7 0.5 0.0335
H 5.3720 -3.2071 0.7935 0.1 0.2 -0.2 0.1300
H 4.0211 -2.1533 1.1241 0.2 0.5 -0.1 0.0924
H 4.5311 -3.1865 3.3488 -0.4 0.1 -0.5 0.0783
H 5.3744 -1.6255 3.3406 -0.4 0.0 0.1 0.0569
H 6.2180 -3.0800 3.0256 0.0 0.0 -0.3 0.0819
H 5.7345 1.8648 0.0565 0.1 0.0 0.1 0.0949
H 6.6424 0.9258 -1.1378 -0.5 -0.2 -0.2 0.0870
H 7.2106 0.8683 0.4542 -0.2 0.3 0.3 0.0920
C 0.7995 -6.5844 -2.6968 0.3 -1.1 0.9 -0.1298
C 0.2127 -6.2676 -4.0295 -0.3 1.4 -0.7 -0.1163
O -1.2067 -6.2786 -3.8406 -0.8 -0.2 0.5 0.0575
C -1.4974 -6.7868 -2.6046 1.4 -1.3 -0.5 -0.5571
O -2.5338 -7.1459 -2.1516 -0.5 0.9 -0.4 0.1646
O -0.3345 -7.0468 -1.9775 0.2 0.2 0.9 0.0396
H 1.3174 -5.7869 -2.1621 -0.4 0.3 0.0 0.1208
H 1.5096 -7.4123 -2.7313 0.0 0.0 -0.1 0.1334
H 0.4992 -6.9824 -4.7972 -0.2 0.1 -0.1 0.1351
H 0.4432 -5.2341 -4.2913 0.2 -0.2 -0.5 0.1285
C 5.4573 1.2231 3.4885 0.7 1.9 0.4 -0.1224
C 5.1616 2.3069 4.5770 0.7 -0.9 -1.3 -0.0913
O 3.7502 2.3602 4.5772 -0.3 0.2 0.3 0.0942
C 3.2429 1.3827 3.8241 -0.6 -1.3 0.3 -0.5589
O 2.1044 1.0411 3.7744 -0.4 0.6 -0.1 0.1602
O 4.1945 0.6759 3.1634 0.7 0.2 0.3 0.0453
H 6.2086 0.5584 3.9058 -0.3 -0.7 -0.5 0.1292
H 5.8536 1.7945 2.6489 0.1 -0.6 -0.4 0.1153
H 5.5644 3.2512 4.2210 0.0 0.2 0.5 0.1329
H 5.6091 1.9575 5.5046 -0.5 0.5 0.4 0.1326
C 2.3420 -6.6549 3.3699 1.1 0.7 0.1 -0.1173
C 1.1302 -7.4370 3.7520 -0.3 -1.6 -0.9 -0.0871
O 0.3954 -7.5036 2.5025 -0.1 0.2 0.8 0.0712
C 0.8374 -6.5381 1.6951 -0.2 0.0 -1.0 -0.5770
O 0.3228 -6.2745 0.6488 0.3 0.3 0.3 0.1456
O 1.9560 -5.9565 2.1738 -0.3 0.3 0.5 0.0620
H 3.2382 -7.2077 3.0861 -0.3 -0.5 0.2 0.1361
H 2.6361 -5.9967 4.1891 -0.1 0.4 -0.4 0.1325
H 0.4981 -7.0103 4.5260 0.1 0.1 0.0 0.1362
H 1.3960 -8.4723 3.9597 -0.2 0.1 0.5 0.1382
C -5.1748 2.9790 -3.1284 -2.0 -2.4 -0.4 -0.1181
C -6.0495 3.3690 -1.9314 0.0 1.1 -1.4 -0.0980
O -5.0214 3.6578 -0.9827 -1.0 -0.2 1.2 0.0583
C -3.9836 2.8092 -1.1866 -1.1 1.8 -0.6 -0.5701
O -3.1725 2.5624 -0.3552 0.4 -0.5 -0.4 0.1505
O -4.0290 2.4753 -2.4884 2.4 -0.5 0.2 0.0341
H -5.0967 3.6980 -3.9451 0.9 0.5 0.6 0.1352
H -5.5242 2.0625 -3.6231 -0.6 0.4 -0.1 0.1382
H -6.7987 2.6486 -1.6030 0.6 -0.4 0.3 0.1355
H -6.6319 4.2474 -2.2104 0.3 0.3 0.5 0.1321
C -2.9409 -5.7633 1.4750 1.5 -1.8 0.3 -0.1288
C -3.3269 -5.7920 2.9241 -0.6 -0.2 0.3 -0.1109
O -2.7054 -4.6154 3.4251 -0.1 1.0 0.5 0.0630
C -2.5782 -3.7150 2.4236 0.8 -2.0 -0.7 -0.5294
O -2.2126 -2.5946 2.5214 -0.3 0.6 0.1 0.1570
O -2.7274 -4.3883 1.2385 -0.6 1.1 -0.4 0.0398
H -3.5390 -6.3571 0.7837 -0.8 1.0 -0.1 0.1446
H -1.9904 -6.3014 1.3656 0.3 0.5 0.0 0.1110
H -2.9039 -6.6323 3.4692 -0.3 -0.1 -0.1 0.1351
H -4.4046 -5.6934 3.0792 0.0 -0.2 0.1 0.1375
C 5.1796 -0.9902 -3.6122 -0.2 -0.4 0.2 -0.1302
C 3.7923 -1.6016 -3.5398 0.6 0.0 0.9 -0.1096
O 2.9581 -0.5101 -3.9496 -0.1 -0.7 0.1 0.0494
C 3.7071 0.3184 -4.6766 1.9 1.0 -0.4 -0.5479
O 3.3798 1.3345 -5.1868 -0.7 -0.3 -0.2 0.1892
O 5.0397 -0.1045 -4.7057 -0.9 0.2 0.1 0.0541
H 5.9504 -1.7431 -3.7661 0.1 0.2 -0.3 0.1391
H 5.3988 -0.4166 -2.7052 0.0 0.0 -0.1 0.1126
H 3.5833 -1.8588 -2.5020 -0.4 -0.1 -0.1 0.1107
H 3.7083 -2.4732 -4.1872 -0.3 0.1 -0.2 0.1387
C -1.1905 4.8854 -2.6212 0.0 2.9 -1.3 -0.1118
C -0.6758 6.3250 -2.5894 -0.6 0.6 2.5 -0.1199
O 0.7395 6.1890 -2.5136 -0.1 0.3 0.1 0.0865
C 1.0290 4.9828 -3.0188 0.6 0.0 -1.2 -0.6015
O 2.1102 4.5266 -3.2263 -0.3 0.3 0.4 0.1721
O -0.1171 4.3639 -3.3952 -0.6 -1.6 0.3 0.0322
H -2.0893 5.1836 -3.1713 -0.3 -1.9 -0.4 0.1380
H -1.3925 4.4012 -1.6695 0.3 -0.2 0.0 0.1167
H -1.0752 6.8162 -1.6969 0.5 0.1 0.1 0.1060
H -1.0335 6.9433 -3.4116 0.6 -0.3 -0.5 0.1398
```
Forces are in eV/Å.

Calculated values
E ... -4344.99442 Eh
LUMO energy ... -1.59 eV
Multiplicity ... 1
Charge ... +1